Density functional theory data (ωB97M-V/def2-TZVPD) for a cluster of 7 separate species, C29H53NO15 in total.

XYZ file:
```
98
Properties=species:S:1:pos:R:3
C -4.09 -3.45 -0.39
C -3.39 -3.75 0.95
O -3.06 -5.06 1.09
H -4.79 -4.25 -0.66
H -3.35 -3.58 -1.20
H -4.50 -2.43 -0.42
H -4.15 -3.45 1.74
H -2.54 -3.07 1.12
C 0.75 -0.17 1.30
C 0.27 -1.57 1.74
O 0.69 -2.03 2.94
H 0.22 0.69 1.73
H 0.72 0.01 0.22
H 1.83 -0.11 1.51
H 0.43 -2.31 0.92
H -0.86 -1.45 1.77
C 6.55 -3.72 -0.55
C 5.07 -3.37 -0.35
C 4.73 -2.38 0.76
O 4.02 -1.33 0.11
C 4.11 -1.48 -1.22
O 3.71 -0.70 -2.02
O 4.59 -2.70 -1.54
H 6.66 -4.32 -1.44
H 6.83 -4.37 0.28
H 7.09 -2.77 -0.59
H 4.53 -4.31 -0.24
H 5.55 -1.99 1.37
H 4.07 -2.87 1.48
C -1.41 5.13 2.78
C -0.87 4.34 3.94
C -1.84 3.30 4.61
O -1.13 2.09 4.61
C 0.14 2.28 4.14
O 0.96 1.44 4.08
O 0.19 3.49 3.51
H -0.68 5.91 2.56
H -2.33 5.66 3.07
H -1.63 4.52 1.91
H -0.48 4.96 4.75
H -2.81 3.20 4.13
H -1.98 3.66 5.64
C 2.56 -6.75 -2.99
C 2.52 -5.61 -2.00
C 1.34 -4.66 -2.31
O 0.85 -4.30 -1.05
C 1.32 -5.17 -0.10
O 0.95 -5.23 1.01
O 2.28 -5.99 -0.66
H 1.57 -7.18 -3.17
H 3.17 -7.59 -2.64
H 3.02 -6.43 -3.92
H 3.46 -5.05 -2.10
H 0.59 -5.20 -2.89
H 1.71 -3.85 -2.93
C 2.35 4.07 0.51
C 3.28 2.94 0.85
C 3.64 1.96 -0.24
O 4.95 2.38 -0.70
C 5.48 3.24 0.19
O 6.61 3.63 0.13
O 4.59 3.56 1.13
H 2.36 4.80 1.34
H 1.30 3.78 0.48
H 2.70 4.66 -0.33
H 3.08 2.46 1.81
H 2.95 1.92 -1.08
H 3.78 0.97 0.19
C -3.92 2.15 -3.68
C -3.56 1.25 -2.48
C -2.03 1.21 -2.41
C -1.47 1.16 -0.99
C -1.93 2.42 -0.28
C -3.48 2.46 -0.15
N -4.11 1.78 -1.25
O -5.49 1.63 -1.13
C -3.75 1.74 1.18
C -3.94 3.92 -0.06
C -4.06 -0.18 -2.72
H -3.66 1.65 -4.62
H -3.42 3.12 -3.62
H -5.00 2.32 -3.78
H -1.56 0.45 -3.05
H -1.64 2.13 -2.87
H -0.39 1.30 -1.12
H -1.64 0.23 -0.44
H -1.51 3.31 -0.76
H -1.55 2.44 0.74
H -3.54 0.68 1.13
H -3.40 2.31 2.04
H -4.85 1.75 1.33
H -3.75 4.38 0.92
H -3.37 4.50 -0.79
H -5.01 4.07 -0.25
H -3.60 -0.81 -1.95
H -3.60 -0.61 -3.62
H -5.13 -0.33 -2.69
H -5.86 2.50 -1.30
```

Properties
lowest unoccupied orbital energy	3.61	eV
HOMO-LUMO gap	3.09	eV
total charge	-2

=====

Density functional theory data (ωB97M-V/def2-TZVPD) for a cluster of 14 separate species, C5H38NO14 in total.

XYZ file:
```
58
Properties=species:S:1:pos:R:3
C 0.40 -1.18 1.48
C 1.56 -0.84 2.45
C 2.03 0.57 2.11
C 2.72 -1.87 2.47
N -0.43 -2.10 2.18
C -1.64 -2.65 1.51
O -1.56 -2.75 0.11
H -0.06 -0.26 1.07
H 0.82 -1.58 0.54
H 1.24 -0.81 3.50
H 1.28 1.36 2.09
H 2.48 0.60 1.12
H 2.91 0.87 2.68
H 3.47 -1.45 3.13
H 2.39 -2.85 2.82
H 3.01 -2.04 1.44
H 0.17 -2.83 2.58
H -1.88 -3.59 2.02
H -2.53 -2.00 1.50
H -1.30 2.30 -0.83
H -0.21 1.47 -1.52
O -0.42 1.95 -0.64
H 1.40 -3.21 -2.15
H -0.98 -3.45 -0.24
O 0.53 -3.03 -1.78
H 0.77 2.26 3.46
H 0.09 3.47 2.77
O 0.11 2.97 3.59
H -4.17 1.00 -1.88
H -3.51 -0.38 -1.83
O -4.23 0.15 -1.40
H 2.84 -0.99 -2.43
H 0.35 -2.10 -1.91
O 2.96 -1.64 -1.71
H -0.30 1.23 -3.84
H 1.31 0.55 -3.10
O -0.06 0.79 -2.96
H -1.49 1.16 3.16
H -2.13 0.32 2.12
O -2.22 1.15 2.53
H -0.41 -1.53 -3.75
H 0.92 -0.84 -4.30
O 0.42 -1.66 -4.30
H -0.22 3.51 0.51
H -1.58 3.64 1.15
O -0.76 4.12 1.08
H -3.43 2.22 1.22
H -3.14 1.53 -0.18
O -3.10 2.37 0.31
H -1.16 -0.30 -2.12
H -1.80 -1.52 -1.20
O -1.90 -0.92 -1.95
H 2.56 3.20 0.61
H 3.06 1.98 -0.12
O 3.39 2.67 0.49
H 3.02 0.85 -3.07
H 3.32 -2.45 -2.12
O 2.29 0.29 -3.40
```

Properties
lowest unoccupied orbital energy (alpha / beta)	-0.97 / -5.90	eV
HOMO-LUMO gap (alpha / beta)	8.39 / 3.45	eV
2S+1	2

=====

| no. | F_max (hartree/bohr) |
| --- | --- |
| 1 | 0.0478 |
| 2 | 0.0636 |